{
  "formula": "C19H49N11O26",
  "method": "ωB97M-V/def2-TZVPD",
  "species": ["C", "N", "O", "O", "H", "H", "H", "C", "N", "O", "O", "H", "H", "H", "C", "N", "O", "O", "H", "H", "H", "C", "N", "O", "O", "H", "H", "H", "C", "N", "O", "O", "H", "H", "H", "C", "N", "O", "O", "H", "H", "H", "C", "N", "O", "O", "H", "H", "H", "C", "N", "O", "O", "H", "H", "H", "C", "N", "O", "O", "H", "H", "H", "C", "N", "O", "O", "H", "H", "H", "C", "N", "O", "O", "H", "H", "H", "O", "C", "O", "C", "C", "C", "H", "H", "H", "H", "H", "H", "H", "H", "O", "C", "O", "C", "C", "C", "H", "H", "H", "H", "H", "H", "H", "H"],
  "coordinates": [[12.7235, -3.5000, -17.3318], [12.2176, -2.0755, -17.3227], [13.0952, -1.1856, -17.2724], [11.0332, -1.7704, -17.2518], [13.6439, -3.6159, -16.7595], [12.9812, -3.5291, -18.3905], [11.8830, -4.1489, -17.0856], [18.9039, -3.2077, -23.3637], [18.6112, -1.7342, -23.4891], [18.8114, -1.0969, -22.4804], [18.2864, -1.2526, -24.5170], [18.5959, -3.5336, -22.3702], [19.9931, -3.2456, -23.3831], [18.4949, -3.6890, -24.2520], [20.6967, -1.0411, -20.0044], [21.5638, -1.9462, -20.8285], [21.9561, -2.9575, -20.2857], [21.8386, -1.7026, -22.0025], [21.0795, -1.0179, -18.9841], [19.6717, -1.4072, -20.0624], [20.9002, -0.0804, -20.4776], [12.9002, -7.4764, -14.8426], [12.4652, -6.7786, -16.0612], [13.3714, -6.4928, -16.8292], [11.3003, -6.3295, -16.2212], [12.6085, -8.5261, -14.8772], [12.6060, -6.9884, -13.9134], [13.9832, -7.4236, -14.7311], [17.1795, -8.0530, -21.8776], [17.2351, -7.2148, -20.6447], [17.4463, -7.7628, -19.5602], [17.1282, -6.0127, -20.7250], [16.2655, -7.6273, -22.2917], [17.1223, -9.1214, -21.6694], [17.9879, -7.7775, -22.5548], [20.2998, -5.6453, -18.3898], [21.3134, -5.4788, -17.2633], [21.9342, -4.4354, -17.1077], [21.4847, -6.4637, -16.5209], [20.6294, -5.1810, -19.3193], [19.4802, -5.0319, -18.0154], [20.1197, -6.7189, -18.4449], [16.1412, -4.4009, -18.4592], [16.2012, -3.3025, -19.5060], [15.2190, -2.7277, -19.7607], [17.2971, -3.0726, -20.0417], [15.3674, -5.1511, -18.6221], [16.0112, -3.8246, -17.5432], [17.1339, -4.8400, -18.3601], [12.0944, -5.9282, -20.2729], [12.8246, -7.2175, -19.9668], [14.0257, -7.2215, -20.0335], [12.1365, -8.2025, -19.7015], [12.4074, -5.4212, -19.3602], [11.0090, -6.0287, -20.2689], [12.4905, -5.4412, -21.1640], [16.5197, -8.3203, -16.4380], [17.3856, -7.2230, -15.9617], [17.5534, -7.0836, -14.7435], [17.9066, -6.4740, -16.7881], [16.3517, -9.0332, -15.6307], [17.1618, -8.7002, -17.2326], [15.6110, -7.8352, -16.7945], [15.2550, -0.1786, -22.1615], [14.7877, 1.1770, -21.7290], [14.6474, 1.3629, -20.5428], [14.4172, 1.9815, -22.6124], [15.2746, -0.3959, -23.2295], [14.7840, -0.9816, -21.5945], [16.3114, -0.1905, -21.8930], [14.7337, -3.7557, -12.6671], [14.3183, -4.1289, -14.0326], [15.1971, -4.5257, -14.8329], [13.1525, -4.0117, -14.3013], [15.7980, -3.9723, -12.5756], [14.0888, -4.3543, -12.0237], [14.5587, -2.6838, -12.5750], [14.5174, -2.8751, -24.7873], [14.2969, -3.4220, -23.6992], [13.1077, -3.5781, -23.1402], [11.9146, -3.0874, -23.6344], [11.1420, -4.1896, -24.4092], [15.4052, -3.9219, -22.7819], [11.9361, -2.1233, -24.1425], [11.3063, -2.8915, -22.7514], [10.1029, -3.8914, -24.5486], [11.0980, -5.1244, -23.8503], [11.6710, -4.4361, -25.3298], [15.2313, -4.5668, -21.9205], [15.9938, -3.0647, -22.4552], [16.1332, -4.3951, -23.4408], [18.8003, -0.1194, -16.9858], [17.6065, -0.5118, -17.0000], [17.1438, -1.4715, -16.1997], [17.9993, -2.0784, -15.2235], [18.9381, -3.2084, -15.8564], [16.6153, 0.0299, -17.9682], [17.4386, -2.5035, -14.3910], [18.5649, -1.2684, -14.7632], [19.2986, -3.0299, -16.8694], [18.3309, -4.1135, -15.8702], [19.7789, -3.4558, -15.2084], [15.9317, -0.7158, -18.3741], [17.1081, 0.6248, -18.7372], [15.8968, 0.7488, -17.5744]],
  "forces_ev_per_angstrom": [[-0.8, 0.9, -1.3], [0.9, 3.0, 2.0], [-0.8, -1.8, -0.5], [0.8, -1.5, -0.5], [-0.5, 0.3, 0.2], [0.1, -0.7, -0.1], [0.4, 0.0, 0.1], [0.4, 0.6, -0.5], [0.8, -0.9, 1.8], [-0.1, 0.4, 1.0], [-0.8, 0.3, -2.2], [-0.4, -0.1, -0.3], [0.0, -0.1, -0.1], [-0.1, -0.2, 0.4], [1.0, 0.7, -0.6], [0.4, -1.0, -0.7], [-0.1, -0.3, 0.4], [-0.7, 0.6, 1.0], [-0.1, -0.4, -0.2], [0.2, 0.2, -0.1], [-0.8, 0.1, 0.2], [0.5, -0.7, 1.3], [-1.3, 2.9, -0.7], [-0.2, -0.6, -0.2], [2.4, -1.9, 0.9], [-0.3, 0.2, 0.0], [-1.0, 0.1, -0.4], [0.0, 0.0, -0.9], [-0.9, 0.9, -0.3], [1.4, -0.7, 2.3], [-0.4, -0.2, -1.2], [-0.3, 0.1, -1.0], [-0.1, -0.6, -0.5], [0.0, 0.4, 0.2], [0.1, 0.0, 0.4], [0.4, 0.6, 0.9], [1.5, -0.9, 0.9], [-1.1, -0.6, -0.6], [-0.7, 1.2, -1.2], [0.5, -0.1, 0.3], [-0.3, -0.5, -0.2], [-0.3, 0.4, 0.0], [1.2, 0.8, 0.6], [3.7, -2.4, 0.1], [-3.2, 1.7, -0.7], [-0.9, -0.2, 0.7], [0.0, 0.4, -0.3], [-0.5, -0.1, 0.1], [-0.3, -0.1, -0.5], [0.6, 0.0, 1.2], [-2.1, -1.3, -1.1], [0.7, 0.3, 0.1], [0.7, 1.0, 0.0], [-0.3, 0.8, -0.3], [0.3, -0.5, -0.1], [0.1, -0.2, 0.1], [0.8, 0.2, -0.3], [1.0, 1.8, 1.9], [-0.4, -0.4, -1.5], [-0.8, -1.1, 0.6], [0.1, 0.2, -0.1], [-0.8, -0.5, -0.3], [0.0, -0.3, -0.2], [1.5, -0.3, 0.1], [-2.2, 0.6, -2.0], [0.5, 0.0, 0.0], [1.1, -1.4, 1.4], [-0.7, 0.7, 0.0], [-0.3, 0.5, 0.1], [0.1, -0.1, 0.3], [0.4, -0.1, -0.1], [1.9, -0.5, -1.6], [-1.5, 0.6, 1.3], [-0.5, -0.2, -0.1], [-0.3, -0.1, 0.1], [0.2, 0.3, 0.2], [-0.2, -0.2, 0.1], [-0.7, -1.2, 2.4], [1.1, 1.2, -1.6], [1.0, -0.5, 1.1], [-2.8, -0.4, -0.4], [0.7, 0.4, 0.2], [0.9, 0.2, -1.0], [0.7, -0.3, -0.4], [0.1, 0.1, 0.2], [0.2, 0.1, -0.4], [0.2, 0.1, 0.4], [-0.4, 0.2, -0.3], [-0.6, 0.1, -0.3], [-0.3, 0.3, 0.3], [-0.1, -0.4, 0.0], [-3.1, -1.2, 0.2], [3.7, 1.2, -0.1], [-1.1, -0.6, 0.2], [2.3, -0.1, -0.6], [-1.5, 0.4, 0.9], [-0.9, 0.5, -0.4], [-0.6, -0.1, -0.6], [0.4, -0.1, -0.2], [0.0, 0.5, 0.2], [0.0, -0.1, -0.2], [0.1, 0.4, 0.0], [0.4, -0.2, -0.2], [0.2, -0.5, -0.1], [0.2, 0.0, 0.8]],
  "total_charge": 0,
  "lumo_energy_ha": -0.040,
  "relative_energy_kcal_mol": 10.1,
  "homo_lumo_gap_ev": 9.10
}

=====

{
  "formula": "C19H17BrIrN3O4S3SbSe",
  "method": "ωB97M-V/def2-TZVPD",
  "species": ["Ir", "S", "Sb", "S", "S", "Br", "C", "C", "C", "C", "C", "C", "C", "C", "C", "C", "H", "H", "H", "H", "H", "H", "C", "C", "C", "N", "C", "C", "H", "H", "H", "H", "H", "C", "N", "C", "C", "N", "C", "H", "H", "H", "H", "H", "H", "O", "Se", "O", "O", "O"],
  "coordinates": [[0.9085, -0.6888, 0.6191], [4.4962, 0.8632, 0.8605], [2.7653, -1.1935, 3.5831], [3.2204, -0.6936, 1.1296], [1.7566, 0.5462, 4.6074], [-1.8002, 1.5673, -0.3910], [-1.1496, 1.0195, -2.1005], [-2.0207, 1.3760, -3.0950], [-1.7100, 1.1665, -4.4478], [-0.4991, 0.6311, -4.7491], [0.4147, 0.2419, -3.7371], [1.6449, -0.2986, -4.1725], [2.5519, -0.7221, -3.2563], [2.2321, -0.6689, -1.8922], [1.0551, -0.1681, -1.3671], [0.1135, 0.3743, -2.3331], [-2.9525, 1.8516, -2.8240], [-2.4133, 1.4532, -5.2189], [-0.1982, 0.4804, -5.7792], [1.8329, -0.3675, -5.2373], [3.5073, -1.1325, -3.5585], [2.9640, -1.0883, -1.2180], [-3.5219, -2.6425, 0.7490], [-2.9712, -2.0708, 1.8801], [-1.7906, -1.3620, 1.7635], [-1.1650, -1.1868, 0.5931], [-1.6978, -1.7551, -0.4989], [-2.8738, -2.4768, -0.4618], [-4.4316, -3.2254, 0.8138], [-3.4210, -2.1927, 2.8551], [-1.3022, -0.9545, 2.6370], [-1.1491, -1.6192, -1.4193], [-3.2527, -2.9185, -1.3725], [-0.3578, 3.6470, 3.6798], [0.1790, 2.9400, 2.5369], [1.1466, 3.3921, 1.6647], [1.4963, 2.3316, 0.8934], [0.7633, 1.2458, 1.2944], [-0.0084, 1.6412, 2.2834], [-0.1156, 4.7024, 3.5824], [0.0873, 3.2584, 4.5963], [-1.4408, 3.5386, 3.7186], [1.5095, 4.4037, 1.6895], [2.2338, 2.2570, 0.1153], [-0.6898, 1.0279, 2.8409], [0.0531, -4.4561, 1.9940], [1.2351, -3.4431, 1.6138], [1.0122, -1.9507, 2.5221], [1.0225, -2.7420, 0.1064], [2.7310, -3.9387, 1.9070]],
  "forces_ev_per_angstrom": [[-0.2, 0.4, 0.1], [-0.2, 0.1, 0.0], [0.1, 0.1, -0.1], [0.0, -0.1, 0.0], [0.0, 0.0, 0.0], [0.0, 0.3, -0.1], [-0.1, 0.0, 0.0], [0.0, 0.0, 0.0], [0.0, 0.0, 0.0], [0.0, 0.0, 0.0], [0.0, 0.0, 0.0], [0.0, 0.0, 0.0], [0.0, 0.0, 0.0], [0.1, 0.0, 0.0], [-0.1, 0.0, 0.1], [0.0, 0.0, 0.0], [0.0, 0.0, 0.0], [0.0, 0.0, 0.0], [0.0, 0.0, 0.0], [0.0, 0.0, 0.0], [0.0, 0.0, 0.0], [0.0, 0.0, 0.0], [-0.1, 0.0, 0.0], [0.0, 0.1, 0.0], [0.0, 0.1, -0.1], [0.0, -0.7, -0.1], [0.0, 0.1, 0.1], [0.0, 0.0, 0.0], [0.0, 0.0, 0.0], [0.0, 0.0, 0.0], [0.0, 0.0, 0.0], [0.0, -0.1, 0.0], [0.0, 0.0, 0.0], [0.0, 0.0, 0.0], [0.0, 0.1, -0.1], [0.0, 0.0, 0.1], [0.0, 0.0, -0.1], [0.0, -0.4, -0.1], [0.1, 0.0, 0.0], [0.0, 0.0, 0.0], [0.0, 0.0, 0.0], [0.0, 0.0, 0.0], [0.0, 0.0, 0.0], [0.0, 0.0, 0.0], [0.0, 0.0, 0.0], [0.0, 0.1, -0.1], [-0.1, -0.1, 0.2], [-0.1, -0.1, 0.1], [0.2, 0.1, 0.0], [-0.1, 0.0, 0.0]],
  "total_charge": -1,
  "lumo_energy_ha": 0.081,
  "relative_energy_kcal_mol": 5.9,
  "homo_lumo_gap_ev": 6.01
}

=====

{
  "formula": "C28H40Cl18F12N2O10",
  "method": "ωB97M-V/def2-TZVPD",
  "species": ["C", "O", "N", "C", "C", "H", "H", "H", "H", "H", "H", "H", "C", "O", "N", "C", "C", "H", "H", "H", "H", "H", "H", "H", "C", "C", "O", "C", "O", "C", "F", "F", "F", "H", "H", "H", "H", "H", "C", "C", "O", "C", "O", "C", "F", "F", "F", "H", "H", "H", "H", "H", "C", "C", "O", "C", "O", "C", "F", "F", "F", "H", "H", "H", "H", "H", "C", "C", "O", "C", "O", "C", "F", "F", "F", "H", "H", "H", "H", "H", "C", "Cl", "Cl", "Cl", "H", "C", "Cl", "Cl", "Cl", "H", "C", "Cl", "Cl", "Cl", "H", "C", "Cl", "Cl", "Cl", "H", "C", "Cl", "Cl", "Cl", "H", "C", "Cl", "Cl", "Cl", "H"],
  "coordinates": [[22.6992, 19.2973, -15.3497], [23.8575, 19.3652, -15.7717], [21.5669, 19.4302, -16.1078], [20.2905, 19.6277, -15.3846], [21.6379, 19.4347, -17.5338], [22.4667, 19.0808, -14.2955], [19.6580, 18.8361, -15.7862], [19.7034, 20.5089, -15.6436], [20.2437, 19.6563, -14.2959], [21.2002, 18.5076, -17.9037], [21.2451, 20.3582, -17.9593], [22.6664, 19.5266, -17.8831], [15.7186, 26.2545, -12.8359], [14.8889, 27.1654, -12.5055], [15.9712, 25.1238, -12.1229], [17.0390, 24.3050, -12.5605], [15.2961, 24.8660, -10.8544], [16.3363, 26.3599, -13.7412], [17.3580, 24.6193, -13.5542], [16.8102, 23.2394, -12.5424], [17.9520, 24.3921, -11.9714], [14.8038, 23.8957, -10.9202], [16.0090, 24.9154, -10.0314], [14.6971, 25.7218, -10.5430], [20.2652, 18.2556, -11.1067], [19.3148, 18.5651, -10.0172], [19.0332, 20.0043, -10.1464], [18.3083, 20.5969, -9.1310], [17.7759, 20.0453, -8.1321], [18.0498, 22.1526, -9.3771], [16.7437, 22.3585, -9.7902], [18.1034, 22.8290, -8.2399], [18.8378, 22.7997, -10.1942], [20.4833, 17.1992, -11.2634], [21.2422, 18.6727, -10.8626], [19.9232, 18.6109, -12.0788], [19.7815, 18.2674, -9.0782], [18.3949, 17.9927, -10.1366], [17.9138, 23.7135, -5.1027], [18.8595, 22.4554, -5.2471], [20.1953, 22.8558, -5.5589], [20.9441, 23.6083, -4.6752], [20.5218, 24.0733, -3.6029], [22.4595, 23.8755, -5.0992], [22.5228, 25.1339, -5.4195], [23.2512, 23.6466, -4.0499], [22.9023, 23.2443, -6.1246], [18.1855, 24.4088, -4.3085], [16.9278, 23.3502, -4.8133], [17.8648, 24.3055, -6.0167], [18.5230, 21.7474, -6.0044], [18.8768, 21.9674, -4.2725], [17.5734, 18.9546, -4.0747], [17.6749, 17.9842, -5.2177], [18.8139, 17.2388, -4.8722], [19.3769, 16.2804, -5.6371], [18.8161, 15.8561, -6.6267], [20.7601, 15.7602, -5.1637], [21.3713, 16.4974, -4.2693], [20.6443, 14.5367, -4.6200], [21.5250, 15.6187, -6.2539], [16.6651, 19.5566, -4.1029], [18.3890, 19.6774, -4.0561], [17.6528, 18.4962, -3.0890], [17.8820, 18.5433, -6.1301], [16.7820, 17.3624, -5.2835], [14.5989, 20.7924, -11.7696], [15.6409, 20.4356, -12.8366], [15.0751, 19.5218, -13.6761], [15.8154, 19.0540, -14.8107], [16.9425, 19.5137, -15.1617], [15.0629, 17.8846, -15.4975], [13.8496, 18.2626, -15.8867], [15.7103, 17.5036, -16.5905], [14.8370, 16.9373, -14.5784], [14.6835, 20.3119, -10.7949], [13.5997, 20.7474, -12.2028], [14.7881, 21.8422, -11.5453], [16.4666, 20.0162, -12.2617], [15.8398, 21.3859, -13.3320], [20.6126, 25.8299, -10.0559], [20.5941, 25.7667, -11.8485], [21.7114, 24.6991, -9.2337], [18.9025, 25.6923, -9.5177], [20.9261, 26.8401, -9.7929], [18.0414, 13.6455, -9.6455], [18.5695, 15.1662, -10.5513], [18.8785, 12.2237, -10.2678], [16.3237, 13.4374, -9.6940], [18.2651, 13.7680, -8.5858], [15.8169, 17.4489, -8.6004], [14.7950, 18.8124, -8.0563], [15.5789, 17.1732, -10.3229], [15.3957, 16.0427, -7.6779], [16.8413, 17.7288, -8.3547], [22.9204, 15.0034, -12.8802], [22.2860, 14.4169, -11.2971], [24.6258, 15.3975, -12.7675], [21.8600, 16.2643, -13.5545], [22.6783, 14.1971, -13.5726], [22.3917, 19.9785, -7.2578], [22.2721, 21.1925, -8.5251], [23.4225, 18.7073, -7.8111], [20.8242, 19.3582, -6.8450], [22.8458, 20.4500, -6.3862], [25.6812, 18.8763, -11.3217], [26.4353, 20.2593, -10.6050], [23.9181, 19.0775, -11.4546], [26.0137, 17.4455, -10.3799], [26.1261, 18.7311, -12.3061]],
  "forces_ev_per_angstrom": [[0.5, 0.3, -1.1], [-1.1, -0.3, 0.5], [1.1, 0.8, 2.8], [-1.2, -0.8, -1.7], [0.4, 0.6, -0.5], [0.1, 0.3, 0.0], [-0.5, -0.2, 0.7], [0.6, 0.4, -0.5], [1.0, -0.5, -0.1], [-0.3, 0.3, -0.4], [-0.9, -0.2, 0.0], [0.2, -0.6, 0.5], [-2.4, 2.4, 1.7], [2.4, -2.7, -1.0], [-0.8, 1.7, -0.2], [1.4, -0.9, -0.2], [0.7, 0.6, 0.1], [-0.2, -0.1, 0.1], [-0.3, -0.3, -0.2], [-0.3, 0.0, -0.3], [-0.1, 0.3, 0.5], [-0.2, 0.3, 0.4], [0.5, -0.8, -0.1], [-0.7, -0.3, -0.9], [1.1, -0.2, -1.0], [-0.5, -0.5, -0.1], [-1.3, 1.1, 2.8], [-0.9, -2.2, 0.9], [2.3, 1.9, -3.6], [-1.9, 0.2, 0.3], [1.3, -1.0, -0.1], [0.4, -0.3, 1.2], [0.7, -0.8, -1.0], [-0.4, -0.2, 0.4], [0.0, 0.3, -0.2], [0.0, 0.2, 0.1], [-0.3, 0.6, 0.3], [-0.2, 0.3, 0.0], [0.3, -0.8, -0.1], [-1.1, 2.0, 1.5], [2.6, 1.0, 0.4], [-2.5, -0.3, 2.0], [1.5, -1.4, -3.2], [-2.0, 0.1, 1.4], [0.1, 2.3, 0.0], [0.0, -0.2, 0.1], [0.5, -2.1, -1.6], [0.5, -0.4, 0.0], [-0.2, 0.0, -0.4], [-0.1, -0.3, -0.2], [0.3, 0.3, -0.1], [0.1, -0.2, 0.0], [-0.2, 1.1, 0.8], [-0.4, 0.7, 0.1], [3.0, -1.8, 0.6], [-2.9, 1.0, -1.0], [1.3, 0.0, 0.9], [-0.2, -0.9, -0.5], [0.2, 0.9, 0.2], [-0.4, -0.1, -0.1], [0.0, 0.3, 0.2], [-0.2, -0.2, -0.1], [0.2, -0.1, -0.4], [-0.3, -0.4, -0.1], [-0.3, -0.3, -0.3], [0.1, -0.1, -0.3], [0.1, 1.0, -0.1], [-0.8, 0.2, 1.2], [-0.6, -1.2, -1.0], [-0.5, -1.3, -0.8], [0.6, 0.4, 0.1], [2.3, 4.7, 2.5], [-2.0, 0.0, -0.9], [0.2, -1.2, -0.2], [-0.2, -2.1, -0.1], [-0.2, -0.6, -0.3], [0.0, -0.2, 0.2], [-0.2, 0.3, 0.2], [0.9, 0.2, -0.4], [0.8, -0.2, -0.3], [-0.6, 0.6, -0.2], [0.5, -0.3, 0.7], [-0.6, 0.2, -0.5], [0.7, 0.1, 0.2], [0.0, -0.3, 0.0], [0.5, 0.9, 0.0], [-0.4, -1.3, 0.7], [0.1, 0.2, 0.0], [-0.6, -0.1, -0.4], [0.5, 0.2, -0.4], [-0.3, 0.7, -0.1], [0.1, 0.0, -0.1], [0.2, 0.2, 0.1], [-0.1, -0.7, 0.5], [-0.1, -0.1, -0.3], [-1.3, -0.7, 0.0], [0.3, 0.4, -0.4], [-0.5, 0.0, -0.3], [0.5, 0.3, 0.3], [0.9, -0.1, 0.2], [0.5, 0.7, 0.0], [-0.2, 0.4, -0.2], [0.6, -0.8, -0.1], [-0.7, -0.1, 0.4], [-0.2, -0.1, -0.1], [-0.4, -0.3, -0.5], [0.2, 0.7, 0.3], [0.3, 0.1, -0.2], [0.2, -0.5, 0.4], [-0.4, 0.1, 0.1]],
  "multiplicity": 2,
  "total_charge": -1,
  "lumo_energy_ha": [0.057, 0.057],
  "homo_lumo_gap_ev": [2.15, 6.77]
}

=====

Strongest force on any atom, record by record: 4.458 0.705 5.836 eV/Å
DFT total energy, record by record: -3310.8139 -7714.1261 -11434.6298 hartree